A molecular structure, C16H42F3KN6O4P2 at a distorted geometry, computed with the ωB97M-V functional and the def2-TZVPD basis.

CARTESIAN COORDINATES (ANGSTROEM)
K  0.0505  -0.9691  -1.9893
C  0.3063  -2.2831  1.4406
O  -0.1033  -3.2209  2.4415
O  0.0326  -2.7788  0.2318
C  -0.2368  -0.8781  1.8166
F  0.4408  -0.3085  2.8748
F  -0.1010  0.0561  0.8325
F  -1.5350  -0.9059  2.1909
C  0.5048  -3.0943  3.7057
C  0.1426  -4.2527  4.6345
H  0.4336  -3.9889  5.6535
H  -0.9347  -4.4022  4.6994
H  0.6667  -5.1553  4.3203
H  0.0349  -2.2259  4.1880
H  1.5882  -2.9484  3.6643
H  1.4070  -2.1826  1.5503
O  2.4992  -0.0205  -1.0347
P  3.7776  0.6165  -0.6209
N  3.5760  1.9171  0.4371
C  4.6594  2.8037  0.8484
C  2.3242  2.1120  1.1483
N  4.6547  1.2604  -1.8781
C  5.5089  0.3245  -2.6026
C  3.9057  2.1706  -2.7381
N  4.7758  -0.4781  0.1644
C  4.3194  -1.8342  0.4321
C  6.0076  -0.1380  0.8660
H  5.4761  2.8643  0.1281
H  5.0560  2.4532  1.8005
H  4.3142  3.8356  0.9377
H  2.2571  1.4045  1.9824
H  1.4674  2.0377  0.4826
H  2.2513  3.0809  1.6476
H  5.9598  -0.3649  -1.8910
H  4.9338  -0.2861  -3.3078
H  6.3390  0.8135  -3.1140
H  4.5980  2.7027  -3.3906
H  3.1612  1.6264  -3.3259
H  3.4007  2.9279  -2.1386
H  3.2667  -2.0157  0.2241
H  4.9481  -2.5330  -0.1329
H  4.4476  -2.0780  1.4909
H  6.7721  0.2798  0.2110
H  6.4457  -1.0437  1.2910
H  5.8502  0.4580  1.7628
O  -2.3172  -0.3599  -1.0634
P  -3.7109  0.1366  -1.0196
N  -3.7882  1.7648  -0.5204
C  -2.7815  2.6961  -1.0228
C  -5.0872  2.3888  -0.2912
N  -4.7352  -0.6821  0.0160
C  -4.5004  -0.5330  1.4397
C  -5.3523  -1.9511  -0.3575
N  -4.4813  0.0907  -2.5321
C  -3.7389  0.3677  -3.7440
C  -5.9362  0.2445  -2.5798
H  -1.7719  2.3874  -0.7647
H  -2.9521  3.7211  -0.6959
H  -2.8553  2.7633  -2.1142
H  -5.4347  2.9247  -1.1808
H  -5.0232  3.1183  0.5184
H  -5.8759  1.6930  -0.0215
H  -3.8059  0.2728  1.6758
H  -5.4557  -0.3326  1.9354
H  -4.0284  -1.4159  1.8805
H  -5.4901  -1.9553  -1.4391
H  -4.6633  -2.7823  -0.1770
H  -6.2789  -2.0540  0.2047
H  -2.8019  -0.1861  -3.6870
H  -4.2750  0.0374  -4.6336
H  -3.5378  1.4409  -3.8132
H  -6.4373  0.1350  -1.6286
H  -6.3514  -0.4949  -3.2740
H  -6.1828  1.2053  -3.0449

Energy above the lowest of the compared OMol25 structures with the same formula, charge and spin: 67.0 kJ/mol
Frontier orbital gap: 0.2330 Ha
Charge: 0
E: -77462.3882 eV
LUMO: -0.146 eV